# 1
The following is a DFT calculation (ωB97M-V/def2-TZVPD) of a molecular structure, C14H17N5O7SV in a non-equilibrium geometry.

CARTESIAN COORDINATES (ANGSTROEM)
V -0.08922 0.15271 -0.17253
N -1.73749 -0.98476 0.49967
C -2.54070 -0.20274 1.51492
C -2.87602 1.23183 1.08182
C -1.58867 1.89897 0.68225
O -0.79224 2.43010 1.44798
O -1.21730 1.59480 -0.56366
H -2.31936 -1.24537 -0.29551
H -1.45045 -1.85279 0.94823
H -1.93725 -0.18353 2.42251
H -3.46259 -0.74186 1.72825
H -3.32937 1.74526 1.92823
H -3.56560 1.23419 0.23899
N 2.09064 2.77006 1.20282
C 2.44033 1.46850 1.85954
C 1.71197 0.38324 1.09489
O 0.82983 -0.31355 1.64035
O 1.87755 0.28662 -0.17094
H 2.56872 3.54798 1.66209
H 1.06477 2.93332 1.24255
H 2.37565 2.77272 0.21920
H 2.11277 1.49990 2.89416
H 3.51919 1.32852 1.79909
O 0.95424 0.23138 -10.42777
S 1.33689 0.57436 -9.08346
O 0.47526 1.52363 -8.40276
O 2.75283 0.76926 -8.85048
C 1.04625 -0.95360 -8.12752
N 1.22681 -2.16304 -8.66830
C 1.06828 -3.21063 -7.88577
C 0.73440 -3.12221 -6.52840
C 0.56901 -1.82319 -6.07932
N 0.71302 -0.76900 -6.86222
C 0.24416 -1.43464 -4.67733
C -0.07910 -0.09402 -4.44126
C -0.30037 0.33382 -3.15783
N -0.20209 -0.49759 -2.10218
C 0.08019 -1.79225 -2.32390
C 0.29395 -2.30010 -3.58509
H 1.21094 -4.18572 -8.34218
H 0.61249 -4.00467 -5.91855
H -0.11475 0.58242 -5.28815
H -0.55296 1.36203 -2.93688
H 0.16436 -2.43229 -1.44949
H 0.53625 -3.34647 -3.70466

Cartesian forces (eV/Å) of the 3 atoms listed first:
-1.1 -0.7 -1.7
-0.1 0.3 0.2
0.1 -0.2 0.0

Values from the calculation:
* DFT total energy: -73092.8915 eV
* max |F|: 2.2 eV/A
* expectation value of S²: 2.01
* gap between HOMO and LUMO (spin up / spin down): 3.130 / 3.533 eV
* net charge: +1
* HOMO level (spin up / spin down): -8.838 / -8.838 eV
* energy relative to the best compared isomer or geometry (same formula, charge and spin): 25.9 kJ/mol
* LUMO (spin up / spin down): -0.2098 / -0.1949 Eh
* 2S+1: 3

Mulliken population analysis, charges in e, atoms 1 to 5: number 1, V, carries 0.37; number 2, N, carries -0.35; number 3, C, carries -0.61; number 4, C, carries -0.65; number 5, C, carries 0.82


# 2
The following is a DFT calculation (ωB97M-V/def2-TZVPD) of C14H17NO in the gas phase in a non-equilibrium geometry.

CARTESIAN COORDINATES (ANGSTROEM)
C 0.52136 1.74174 3.31767
C -0.82866 1.39194 3.28049
C -1.44504 1.17317 2.04469
C -0.70966 1.22286 0.85634
C 0.66300 1.61329 0.90665
C 1.25268 1.90895 2.14611
O 1.43133 1.71698 -0.23117
C 0.80726 1.41021 -1.50634
C -0.69004 1.77890 -1.55151
C -1.36983 0.93326 -0.49075
C -1.27892 -0.54893 -0.95014
N 0.13533 -0.98566 -1.04506
C 0.28085 -2.41770 -1.25501
C 1.46080 -3.04651 -0.49363
C 0.03312 -3.29908 -0.03309
C 0.92646 -0.07337 -1.87073
H 1.01894 1.90573 4.26914
H -1.35744 1.25178 4.21276
H -2.50163 0.93674 2.08201
H 2.29728 2.23602 2.08225
H 1.36196 1.95700 -2.26893
H -0.82133 2.86566 -1.34534
H -1.12828 1.60986 -2.52681
H -2.44202 1.22131 -0.38390
H -1.80742 -0.66553 -1.88675
H -1.79351 -1.16208 -0.22005
H -0.00128 -2.80902 -2.22912
H 2.05485 -2.39330 0.17151
H 2.02380 -3.79773 -1.03465
H -0.29464 -2.83133 0.92211
H -0.34710 -4.30187 -0.21308
H 0.57623 -0.17993 -2.89417
H 1.97154 -0.36339 -1.86148

Cartesian forces (eV/Å) of the 3 atoms listed first:
0.1 0.2 -0.1
0.6 0.0 -0.4
0.7 0.0 0.6

Values from the calculation:
* DFT total energy: -18330.3920 eV
* max |F|: 2.0 eV/A
* gap between HOMO and LUMO: 9.042 eV
* HOMO level: -8.128 eV
* energy relative to the best compared isomer or geometry (same formula, charge and spin): 107.8 kJ/mol
* LUMO: 0.0336 Eh

Mulliken population analysis, charges in e, atoms 1 to 5: number 1, C, carries -0.35; number 2, C, carries -0.68; number 3, C, carries -0.65; number 4, C, carries 0.50; number 5, C, carries 0.36


# 3
The following is a DFT calculation (ωB97M-V/def2-TZVPD) of C14H17P in the gas phase in a non-equilibrium geometry.

CARTESIAN COORDINATES (ANGSTROEM)
C 0.81047 2.34165 -0.57595
C 1.71002 1.21072 -0.27710
C 3.03834 1.43493 -0.06548
C 3.96815 0.49245 0.21304
C 3.49926 -0.78423 0.27792
C 2.18327 -1.10672 0.04985
C 1.24083 -0.10815 -0.22870
C -0.19828 -0.51907 -0.36660
C -0.71370 -1.25735 -1.34545
C -2.05941 -1.51575 -1.52482
C -2.93086 -1.03930 -0.67382
C -2.55114 -0.24075 0.52519
P -3.29367 1.52472 0.25069
C -1.07984 -0.15986 0.84389
C -0.71444 -1.26146 1.86685
H -0.24102 1.98480 -0.73891
H 1.07314 3.16436 0.12049
H 1.03900 2.65250 -1.66426
H 3.20333 2.56094 -0.02251
H 5.10141 0.53268 0.29318
H 4.27848 -1.46815 0.43647
H 1.64506 -2.10987 0.22601
H -0.02833 -1.72829 -1.98079
H -2.41263 -2.17956 -2.27438
H -3.91963 -1.24074 -0.92088
H -3.08793 -0.48383 1.36273
H -4.38251 1.13426 -0.34503
H -2.47436 1.71926 -0.85827
H -0.81014 0.76254 1.26878
H -1.18240 -2.04369 1.41401
H -1.06715 -1.00433 2.79737
H 0.35670 -1.26470 1.91647

Cartesian forces (eV/Å) of the 3 atoms listed first:
-0.2 0.5 -2.4
-1.2 -1.8 -0.1
0.3 4.4 0.4

Values from the calculation:
* DFT total energy: -24079.4590 eV
* max |F|: 4.4 eV/A
* gap between HOMO and LUMO: 8.735 eV
* HOMO level: -7.872 eV
* energy relative to the best compared isomer or geometry (same formula, charge and spin): 19.7 kJ/mol
* LUMO: 0.0317 Eh

Mulliken population analysis, charges in e, atoms 1 to 5: number 1, C, carries -1.22; number 2, C, carries 0.95; number 3, C, carries -0.25; number 4, C, carries -0.75; number 5, C, carries -0.64


# 4
The following is a DFT calculation (ωB97M-V/def2-TZVPD) of a molecular structure, C14H18AuBrN8O4 in a non-equilibrium geometry.

CARTESIAN COORDINATES (ANGSTROEM)
Au 0.21231 -0.04122 -1.62803
O 5.17777 3.89903 0.09954
C 4.09002 3.16940 -0.19332
C 2.78653 3.64096 -0.01547
C 1.73698 2.82965 -0.39949
N 1.90783 1.63605 -0.93725
C 3.13657 1.17922 -1.05817
Br 3.29132 -0.55232 -1.79766
C 4.26931 1.88753 -0.71402
H 4.93327 4.76872 0.44276
H 2.61218 4.62215 0.40321
H 0.71052 3.14039 -0.28712
H 5.26021 1.48706 -0.84765
N -1.91233 -0.54489 -6.26296
N -1.51480 0.14357 -5.17298
N -2.29365 0.99779 -4.56146
C -1.56042 1.34059 -3.51970
N -0.37241 0.72413 -3.53179
N -0.36445 -0.03758 -4.59592
H -2.50627 -0.00054 -6.87603
H -1.13699 -1.01603 -6.71040
H -1.87878 2.02180 -2.76283
C -2.31599 0.72626 2.72118
C -1.42854 -0.29276 3.42875
C -0.96159 -1.41389 2.47776
C -0.01317 -2.38087 3.21676
C 0.53738 -3.45135 2.28081
C -2.19156 -2.19388 2.05688
O -2.92482 -2.74339 2.84633
N -2.45093 -2.23356 0.71470
C -1.69304 -1.64453 -0.28545
O -2.05073 -1.70785 -1.45000
N -0.57611 -0.99116 0.07179
C -0.17122 -0.77414 1.33994
O 0.80214 -0.07785 1.56516
H -2.62430 1.50144 3.41988
H -3.21028 0.25134 2.32084
H -1.77716 1.19521 1.89907
H -1.97729 -0.75122 4.25345
H -0.54358 0.20809 3.82489
H -0.56535 -2.84603 4.03573
H 0.81136 -1.79839 3.63196
H -0.27130 -4.04362 1.85615
H 1.20618 -4.11820 2.82094
H 1.09301 -2.99379 1.46404
H -3.28780 -2.72131 0.41517

Cartesian forces (eV/Å) of the 3 atoms listed first:
-0.1 0.0 0.5
0.3 0.2 0.1
-0.7 -0.3 -0.2

Values from the calculation:
* DFT total energy: -108655.1979 eV
* max |F|: 1.5 eV/A
* gap between HOMO and LUMO: 8.413 eV
* HOMO level: -7.983 eV
* LUMO: 0.0158 Eh

Mulliken population analysis, charges in e, atoms 1 to 5: number 1, Au, carries 0.55; number 2, O, carries -0.53; number 3, C, carries 1.04; number 4, C, carries -0.59; number 5, C, carries -0.65


# 5
The following is a DFT calculation (ωB97M-V/def2-TZVPD) of a molecular structure, C14H18BCuN7O2 in a non-equilibrium geometry.

CARTESIAN COORDINATES (ANGSTROEM)
H 1.91113 0.63579 -2.01870
N -0.09567 0.05808 -1.95094
B -2.55606 -0.39894 -2.47155
N -1.06892 -0.17335 -2.89443
C -0.53967 0.03081 -4.12263
Cu -0.32589 0.12317 0.12551
H -1.15114 -0.00313 -5.00727
C 0.80535 0.34478 -3.96700
H 1.54457 0.57099 -4.71533
C 1.03396 0.37445 -2.58885
H -3.32691 -0.64202 -3.36985
C 0.03778 1.31693 3.32904
H 0.85837 1.56598 4.01327
H -0.30517 0.29843 3.53436
H -0.78585 2.02088 3.49279
N -2.87435 0.91732 -1.69296
N -2.50344 -1.46886 -1.33666
N -2.05847 1.29336 -0.61934
N -1.60434 -1.33863 -0.29516
C -3.88067 1.80115 -1.82923
C -3.29715 -2.53442 -1.08234
H -4.62013 1.69603 -2.60389
H -4.13873 -2.77538 -1.70797
C -3.73167 2.77523 -0.86130
C -2.83402 -3.16158 0.06903
C -2.57154 2.43628 -0.14091
C -1.77474 -2.37798 0.52451
H -4.35278 3.62543 -0.68230
H -3.19207 -4.05731 0.54216
H -2.09336 2.96254 0.66654
H -1.11324 -2.49372 1.35912
H 0.38518 1.38739 2.28646
O 2.54529 1.47236 0.37721
C 2.54408 0.32539 0.81801
C 3.77299 -0.39562 1.38212
C 3.31276 -1.80962 1.62693
C 1.81680 -1.79954 1.26919
O 1.10538 -2.79929 1.34004
N 1.43295 -0.51121 0.87561
H 4.59636 -0.37449 0.65828
H 4.12113 0.07002 2.31722
H 3.86045 -2.51350 0.98438
H 3.47574 -2.10929 2.67279

Cartesian forces (eV/Å) of the 3 atoms listed first:
0.0 -0.1 0.0
0.7 0.2 -1.0
1.1 0.4 1.3

Values from the calculation:
* DFT total energy: -74653.4978 eV
* max |F|: 1.9 eV/A
* expectation value of S²: 0.75
* gap between HOMO and LUMO (spin up / spin down): 9.636 / 7.103 eV
* HOMO level (spin up / spin down): -8.988 / -8.976 eV
* energy relative to the best compared isomer or geometry (same formula, charge and spin): 0.0 kJ/mol
* LUMO (spin up / spin down): 0.0238 / -0.0688 Eh
* 2S+1: 2

Mulliken population analysis, charges in e, atoms 1 to 5: number 1, H, carries 0.37; number 2, N, carries -0.09; number 3, B, carries 0.34; number 4, N, carries 0.09; number 5, C, carries -0.15


# 6
The following is a DFT calculation (ωB97M-V/def2-TZVPD) of 2 unconnected molecules or ions with the total composition C14H18Cl2N3O3PS.

CARTESIAN COORDINATES (ANGSTROEM)
N -2.53686 -0.09359 3.79191
P -3.10296 -1.07616 2.50337
O -2.18078 -2.38998 2.70452
N -2.21775 -0.25234 1.12022
N -3.13824 0.19091 0.26053
C -2.71917 0.81593 -0.81321
C -1.34686 1.09838 -1.05240
C -0.95465 1.86198 -2.26571
C -0.68704 1.12507 -3.42338
C -0.38420 1.79987 -4.58332
C -0.31906 3.18171 -4.58963
C -0.57525 3.90281 -3.43733
C -0.90298 3.24328 -2.26896
C -0.43759 0.62272 -0.14791
C -0.89375 -0.09852 0.96880
C 0.11582 -0.65342 1.92906
C 0.63053 -2.05323 1.48028
C 1.96256 -2.03107 0.73720
C 3.07838 -1.32190 1.51397
S 4.70025 -2.05216 1.26602
O 5.59245 -1.03819 0.80484
O 4.58055 -3.27843 0.54920
Cl 5.24087 -2.47612 3.18294
H -1.96092 0.68836 3.49716
H -3.36875 0.32460 4.20209
H -1.63301 -2.31207 3.49693
H -3.47669 1.15453 -1.50294
H -0.77688 0.04760 -3.28851
H -0.18019 1.24702 -5.49061
H -0.06495 3.71402 -5.49742
H -0.54018 4.98489 -3.44235
H -1.13372 3.81515 -1.37807
H 0.62227 0.78544 -0.29139
H 0.94696 0.05521 1.93234
H -0.23347 -0.69268 2.95520
H -0.11499 -2.49374 0.81754
H 0.69105 -2.70375 2.35402
H 1.85721 -1.61885 -0.26790
H 2.26310 -3.06824 0.58226
H 2.87317 -1.29819 2.58287
H 3.21318 -0.29545 1.17145
Cl -2.48745 -1.36139 -2.66371

Cartesian forces (eV/Å) of the 3 atoms listed first:
-0.5 0.3 -0.4
-0.3 -0.1 -0.2
0.1 0.1 0.1

Values from the calculation:
* DFT total energy: -70591.0006 eV
* max |F|: 0.9 eV/A
* gap between HOMO and LUMO: 6.526 eV
* HOMO level: -7.614 eV
* LUMO: -0.0400 Eh

Mulliken population analysis, charges in e, atoms 1 to 5: number 1, N, carries -0.58; number 2, P, carries 0.09; number 3, O, carries -0.44; number 4, N, carries 0.95; number 5, N, carries -1.16


# 7
The following is a DFT calculation (ωB97M-V/def2-TZVPD) of 2 unconnected molecules or ions with the total composition C14H18FN2O6 in a non-equilibrium geometry.

CARTESIAN COORDINATES (ANGSTROEM)
O -2.95499 0.62982 -0.03334
O 2.80520 1.40802 -3.09887
O 0.51880 2.87633 2.50510
O 2.40290 -0.74916 -3.44330
F 1.02651 -1.80391 1.36721
O -1.98333 -6.31013 0.32145
O -0.60383 -5.06881 -1.72849
C -1.97332 1.35675 -0.02555
C 2.30836 0.30399 -2.77471
C 0.55728 2.86443 1.27774
C -0.42031 -3.52940 2.13921
C -1.18537 -4.67308 1.87934
C 0.22328 -3.42103 -0.18932
C 0.28637 -2.90419 1.10774
C -1.24174 -5.19182 0.58494
C -0.53897 -4.56351 -0.45525
N 0.67564 3.99689 0.56900
N -0.80478 0.87958 0.39965
C -2.11967 2.78599 -0.50328
C 0.73191 5.33545 1.14975
C 1.51800 0.20870 -1.46040
C 1.26942 1.58259 -0.82618
C 0.52143 1.52326 0.51749
H -1.89023 -6.50068 -0.62992
H -0.13571 -4.46965 -2.33782
H -0.36961 -3.11855 3.14238
H -1.74004 -5.16317 2.67312
H 0.77540 -2.91612 -0.97694
H 0.75389 3.90722 -0.43432
H -0.84658 -0.09012 0.66993
H -3.10746 2.90360 -0.94474
H -1.37057 3.00475 -1.25803
H -2.02636 3.45878 0.34523
H -0.26490 5.63440 1.47664
H 1.39793 5.33224 2.01499
H 1.10402 6.04812 0.41294
H 2.07477 -0.40841 -0.75170
H 0.55773 -0.27552 -1.65419
H 0.71313 2.20247 -1.52918
H 2.23757 2.05201 -0.64396
H 1.11824 0.86189 1.14566

Cartesian forces (eV/Å) of the 3 atoms listed first:
-0.5 -0.3 0.0
-0.3 0.3 0.6
-0.1 0.1 -0.3

Values from the calculation:
* DFT total energy: -32795.4328 eV
* max |F|: 1.8 eV/A
* gap between HOMO and LUMO: 7.020 eV
* net charge: -1
* HOMO level: -4.440 eV
* LUMO: 0.0948 Eh

Mulliken population analysis, charges in e, atoms 1 to 5: number 1, O, carries -0.71; number 2, O, carries -0.75; number 3, O, carries -0.69; number 4, O, carries -0.76; number 5, F, carries -0.30


# 8
The following is a DFT calculation (ωB97M-V/def2-TZVPD) of a molecular structure, C14H18FeNO3 in a non-equilibrium geometry.

CARTESIAN COORDINATES (ANGSTROEM)
O 3.33400 -1.36951 -1.16441
C 2.89821 -0.32396 -1.43697
Fe 2.56736 1.36337 -1.78895
C 3.79636 1.93096 -0.63055
O 4.73132 2.11462 0.03628
C 3.78216 1.38572 -3.08677
O 4.72541 1.27698 -3.76333
C 0.76865 1.19773 -0.58694
C 0.07245 0.48220 -1.68275
C 0.94905 0.76097 -2.85992
C 1.14374 2.11873 -3.18081
C 1.16753 3.03830 -2.13104
C 1.10801 2.54250 -0.81178
H 0.75857 0.80101 0.43042
H -0.05833 -0.59286 -1.48510
H -0.95671 0.86395 -1.85161
H 1.07207 -0.00638 -3.62104
H 1.34844 2.42841 -4.20898
H 1.35788 4.10275 -2.31078
H 1.32668 3.22500 0.01550
C -0.21765 -2.08238 2.83152
C -1.38506 -1.21022 2.40696
C -2.71123 -1.55889 3.12629
C -3.80284 -1.44820 2.05858
C -3.07218 -1.57084 0.70827
N -1.69124 -1.16256 0.98224
H -0.01885 -1.90944 3.89359
H -0.43684 -3.15065 2.70794
H 0.69557 -1.84070 2.27817
H -1.15364 -0.16801 2.67479
H -2.67663 -2.57283 3.53817
H -2.88896 -0.86163 3.94750
H -4.57425 -2.21373 2.18461
H -4.27616 -0.46574 2.11849
H -3.14953 -2.61778 0.35229
H -3.53268 -0.92910 -0.06007
H -1.00071 -1.57780 0.37016

Cartesian forces (eV/Å) of the 3 atoms listed first:
-1.2 2.3 -0.6
2.2 -5.7 1.4
0.5 1.1 -0.2

Values from the calculation:
* DFT total energy: -56816.5871 eV
* max |F|: 7.1 eV/A
* expectation value of S²: 6.09
* gap between HOMO and LUMO (spin up / spin down): 5.485 / 3.331 eV
* net charge: +1
* HOMO level (spin up / spin down): -8.364 / -11.021 eV
* energy relative to the best compared isomer or geometry (same formula, charge and spin): 62.3 kJ/mol
* LUMO (spin up / spin down): -0.1058 / -0.2826 Eh
* 2S+1: 5

Mulliken population analysis, charges in e, atoms 1 to 5: number 1, O, carries -0.36; number 2, C, carries 0.18; number 3, Fe, carries 0.34; number 4, C, carries 0.26; number 5, O, carries -0.30